# 1
95
Properties=species:S:1:pos:R:3 method="wB97M-V/def2-TZVPD" multiplicity=6 s2=8.7634 gap_ev="6.19 / 6.17" de_lowest_kcal_mol=106.2
Te -0.12 -3.18 0.26
Mn -0.67 -0.48 -0.34
Si 1.38 -4.29 2.99
Si 0.12 -4.38 -2.64
Si 0.60 3.02 -0.58
O 2.29 2.26 2.23
O 1.19 1.61 0.25
O -2.30 -2.73 1.77
O -2.53 -1.09 0.28
N -1.96 2.11 0.09
N -0.57 0.11 1.69
C 0.16 1.43 -2.98
C -0.72 -2.80 -3.30
C 0.51 2.66 -2.42
C -1.50 -0.59 2.36
C 1.03 -5.26 -4.08
C 1.29 -3.87 -1.23
C -4.06 1.99 -1.32
C 0.70 3.74 -3.30
C 0.02 1.27 -4.34
C -1.67 -0.53 3.72
C -0.25 -4.20 3.98
C 4.07 5.29 -0.79
C 1.50 -5.92 2.01
C -4.11 3.11 0.93
C 0.21 0.96 3.82
C 1.38 -2.81 1.78
C 1.92 5.11 0.94
C 1.19 1.67 1.67
C 2.92 -4.13 4.11
C 3.03 4.42 -1.07
C 0.56 3.59 -4.67
C 0.28 0.92 2.39
C -2.22 -1.54 1.42
C 2.96 5.97 1.23
C -0.77 0.26 4.46
C -1.15 -5.63 -1.94
C 0.23 2.35 -5.19
C 1.92 4.31 -0.22
C -3.01 2.05 1.11
C 4.04 6.06 0.36
C -4.55 3.20 -0.54
C -1.14 3.31 0.21
C -2.53 1.90 -1.26
C 1.49 0.25 -0.37
H 1.07 5.07 1.61
H 1.72 -4.61 -4.60
H 2.39 3.18 1.94
H -0.26 0.31 -4.75
H 2.17 -0.22 0.35
H 2.93 -4.92 4.86
H 0.94 4.71 -2.90
H -1.02 3.51 1.27
H 0.93 1.56 4.34
H 0.31 -5.62 -4.81
H 0.71 4.43 -5.32
H 1.87 -4.70 -0.84
H 2.32 -2.66 1.26
H 3.08 3.82 -1.96
H 0.67 -6.00 1.30
H -0.64 -6.39 -1.35
H -0.85 0.30 5.53
H 4.90 5.35 -1.47
H -2.55 2.16 2.09
H -2.43 -1.11 4.21
H -0.22 -3.40 4.71
H 2.94 6.56 2.13
H 1.12 -1.89 2.29
H -3.76 4.08 1.28
H -4.36 2.06 -2.36
H -1.08 -4.01 3.31
H -1.63 4.19 -0.23
H 0.12 2.23 -6.26
H -0.14 -2.33 -4.09
H -1.85 -5.13 -1.27
H -4.14 4.10 -1.00
H -3.45 1.05 1.06
H -1.71 -3.00 -3.70
H -0.83 -2.06 -2.49
H -1.71 -6.14 -2.71
H -2.24 0.89 -1.62
H -4.95 2.82 1.56
H 2.42 -5.99 1.45
H 4.86 6.73 0.58
H 2.11 0.52 -1.24
H -0.45 -5.13 4.51
H 1.59 -6.12 -3.73
H -5.64 3.27 -0.61
H 2.94 -3.19 4.64
H -0.02 0.56 -2.32
H 3.84 -4.21 3.54
H -2.11 2.65 -1.93
H 1.97 -3.07 -1.51
H -4.50 1.08 -0.90
H 1.45 -6.78 2.67

# 2
94
Properties=species:S:1:pos:R:3 method="wB97M-V/def2-TZVPD" multiplicity=2 s2=0.8041 gap_ev="6.82 / 6.88" de_lowest_kcal_mol=0.0
Re 0.29 0.43 -2.32
Se -0.83 -1.35 -0.94
O -0.80 1.55 -1.10
O 3.14 0.46 -3.41
O 1.84 -0.10 -1.17
O -0.67 -0.86 -4.83
O -1.74 1.93 -3.76
O 0.64 -2.13 -3.53
N -0.50 1.72 -3.75
N 1.83 0.90 -3.59
C 0.69 -1.67 0.18
C 4.70 0.13 2.09
C -3.15 4.48 1.21
C 2.91 -2.09 1.68
C 1.80 -2.89 1.91
C -0.81 4.05 0.53
C 0.29 2.14 -4.74
C -5.54 -1.09 2.20
C -3.50 0.31 1.82
C 0.67 -3.73 3.98
C 2.97 -1.07 0.73
C -4.50 -0.18 2.87
C 4.04 1.16 -0.03
C -2.27 3.63 0.29
C -2.74 -0.61 1.11
C 0.66 -2.65 1.15
C -0.26 2.93 -5.88
C -2.68 3.95 -1.16
C -0.76 -1.97 -5.74
C -3.32 1.65 1.51
C 2.72 2.09 -5.53
C -1.85 -0.17 0.16
C 1.63 1.70 -4.61
C 5.34 -0.99 -0.06
C 1.52 -5.35 2.27
C 0.06 -1.08 -3.73
C 3.11 -4.11 3.72
C 1.84 -0.92 -0.10
C -3.75 -0.98 3.94
C 4.23 -0.20 0.66
C -2.44 2.14 0.55
C -5.23 0.97 3.56
C -1.68 1.18 -0.16
C 1.79 -4.00 2.96
H -1.44 -1.65 -6.53
H 3.09 0.04 -2.53
H -0.31 -3.69 3.51
H -0.24 -3.22 1.31
H -4.21 4.28 1.06
H -4.54 1.63 4.07
H -0.70 5.11 0.31
H -2.91 4.31 2.27
H -2.98 5.53 1.00
H -0.18 4.01 -5.70
H -2.62 5.03 -1.33
H 3.05 -4.91 4.46
H 5.59 -1.90 0.48
H 6.24 -0.38 -0.14
H -2.85 -1.68 1.29
H 0.65 -4.51 4.74
H 3.93 1.09 -1.10
H -2.04 3.44 -1.88
H 0.25 2.70 -6.81
H 4.93 1.77 0.17
H 3.68 2.11 -5.01
H -2.99 -0.36 4.43
H -4.45 -1.34 4.70
H 2.52 3.07 -5.97
H 4.95 -0.76 2.68
H 3.35 -3.18 4.25
H -5.92 0.57 4.30
H -5.81 1.56 2.85
H 5.60 0.74 2.04
H 3.94 -4.34 3.05
H 3.18 1.69 0.37
H 0.22 -2.20 -6.16
H -6.26 -1.45 2.94
H 3.79 -2.26 2.28
H 3.93 0.69 2.63
H -3.90 2.38 2.06
H 0.84 -2.77 4.49
H 5.02 -1.27 -1.07
H -1.15 -2.85 -5.24
H -3.24 -1.85 3.52
H -0.13 3.49 -0.10
H -5.08 -1.95 1.73
H -6.09 -0.54 1.43
H 2.81 1.37 -6.35
H -0.54 3.89 1.58
H -3.70 3.63 -1.35
H 0.56 -5.34 1.75
H 1.49 -6.15 3.01
H -1.32 2.70 -5.98
H 2.30 -5.57 1.55

# 3
91
Properties=species:S:1:pos:R:3 method="wB97M-V/def2-TZVPD" multiplicity=4 charge=+2 s2=3.7707 gap_ev="7.20 / 6.84"
Br -3.89 -0.14 1.19
Co -1.19 -0.14 1.31
P 1.23 -0.28 0.20
P -1.59 -1.72 -1.73
N -1.01 -2.61 3.96
N 4.04 5.72 -3.89
C 2.56 0.67 -2.27
C 1.10 1.75 4.77
C 0.65 4.50 -1.65
C -0.63 -2.64 -3.00
C -0.81 2.58 0.66
C 0.55 -0.74 3.69
C 4.03 5.82 -2.55
C -1.18 -3.96 -3.53
C 0.24 1.62 3.67
C 3.03 5.29 -1.75
C -2.76 -2.91 -0.93
C 0.04 0.39 3.10
C 0.04 -1.99 3.07
C -4.18 -3.06 -1.49
C -2.18 -1.73 4.28
C -2.71 3.86 -0.07
C 1.93 -1.99 0.37
C -3.60 2.86 0.43
C 1.97 4.51 -3.76
C 3.98 0.52 0.77
C -0.37 4.26 -1.01
C 3.02 5.07 -4.47
C 1.45 -0.65 4.77
C -1.48 -3.92 3.45
C 2.50 0.85 0.91
C -3.03 1.66 0.81
C 3.10 -2.44 -0.51
C -3.25 -0.95 -3.96
C 1.74 0.62 5.29
C -1.70 1.66 1.24
C -1.33 3.62 -0.13
C 1.87 4.77 -2.38
C 1.30 0.11 -1.61
C -2.65 -0.51 -2.62
H -0.52 -1.77 2.12
H -2.83 -2.55 0.11
H -0.44 -1.95 -3.83
H 1.26 3.86 -4.26
H 2.24 0.95 1.98
H 0.33 -2.82 -2.49
H -0.52 -2.76 4.85
H -0.27 2.51 3.29
H -1.54 -4.63 -2.75
H 0.80 -2.76 2.90
H 2.37 0.70 -3.35
H -3.04 4.82 -0.48
H -1.97 -3.76 2.49
H 2.29 1.83 0.45
H -2.71 -1.48 3.35
H 0.48 0.85 -1.73
H 4.25 -0.43 1.24
H -1.50 1.22 2.29
H 3.26 -3.51 -0.30
H 4.04 -1.92 -0.29
H 4.55 1.31 1.28
H 4.32 0.52 -0.27
H -4.19 -3.64 -2.43
H 1.28 2.72 5.20
H -2.26 -3.89 -0.92
H -2.18 -4.33 4.18
H -1.83 -0.81 4.79
H -2.83 -2.31 4.95
H 3.03 5.02 -5.57
H 0.27 2.39 0.74
H 3.15 5.26 -0.67
H -3.43 -0.18 -1.91
H -2.00 0.37 -2.79
H -1.97 -3.80 -4.27
H 4.86 6.37 -2.09
H 2.89 -2.36 -1.58
H -4.78 -3.62 -0.76
H -3.78 -0.10 -4.40
H -4.69 -2.09 -1.66
H 2.77 1.71 -1.95
H 3.46 0.05 -2.12
H 1.92 -1.55 5.19
H 0.97 -0.81 -2.12
H -0.61 -4.58 3.32
H -3.97 -1.76 -3.86
H -2.47 -1.24 -4.68
H 2.46 0.74 6.11
H -4.65 3.13 0.49
H -0.36 -4.48 -4.05
H 1.08 -2.66 0.17
H 2.19 -2.11 1.43

# 4
104
Properties=species:S:1:pos:R:3 method="wB97M-V/def2-TZVPD" multiplicity=1 smiles="O=C1CCCO1.O=C1CCCO1.O=C1CCCO1.O=C1CCCO1.O=C1CCCO1.O=C1CCCO1.O=C1CCCO1.O=C1CCCO1.BrCCBr" gap_ev=10.35
Br -3.63 4.12 -5.11
Br -1.49 1.85 -1.75
O 0.56 4.06 -3.78
O 8.69 2.26 -1.08
O 0.24 -3.10 -4.62
O 0.18 -2.44 -2.55
O 2.33 0.77 2.41
O 2.47 -0.16 0.45
O 1.60 3.92 2.02
O -2.99 -2.81 2.10
O 6.51 2.21 -0.55
O -3.16 -3.33 -2.33
O -2.48 -4.66 -3.98
O -5.18 -2.50 1.80
O -1.83 0.13 4.54
O 0.40 2.99 3.66
O 1.60 4.43 -1.77
O -2.70 0.02 2.49
C -2.64 0.44 3.78
C -3.84 0.50 1.78
C 3.45 3.05 -2.01
C -0.31 -2.86 -5.89
C -2.96 -4.36 3.88
C 7.77 1.65 -0.68
C -2.61 -4.68 -0.48
C -1.78 -5.11 -1.63
C 0.14 -0.67 0.09
C -2.59 3.85 -3.50
C 6.32 0.12 0.53
C -0.22 -2.27 -3.72
C 1.74 0.39 1.43
C -4.83 0.83 2.91
C 0.27 0.38 1.15
C -2.14 -3.26 3.18
C -1.13 -1.22 -4.36
C -4.34 -3.00 2.38
C 2.02 2.79 5.37
C -3.08 -3.35 -0.91
C -4.42 -3.90 3.62
C 1.56 -0.74 -0.56
C -3.85 1.39 3.91
C 1.52 3.95 -3.02
C 2.69 3.29 4.07
C 1.54 3.46 3.09
C 2.89 3.39 -3.38
C 2.91 4.25 -1.20
C -2.07 2.42 -3.56
C -1.51 -1.88 -5.73
C -2.51 -4.42 -2.79
C 5.52 1.31 -0.10
C 7.66 0.18 -0.23
C 0.71 2.18 4.85
H -2.77 -5.33 3.43
H -5.60 1.54 2.59
H -1.22 -3.64 2.76
H -4.12 -0.32 1.12
H 4.90 0.98 -0.97
H 3.38 2.59 3.66
H -2.88 1.72 -3.75
H -0.74 -3.74 -6.26
H -3.32 3.98 -2.77
H -1.29 2.35 -4.30
H 4.87 1.80 0.66
H 0.01 -1.67 0.48
H -0.17 2.37 5.43
H -4.10 1.53 4.95
H 4.54 3.05 -2.02
H 2.98 2.18 -1.59
H -2.72 -4.47 4.96
H 0.39 -2.43 -6.61
H -0.58 -0.28 -4.39
H -2.48 -2.36 -5.62
H 1.65 -0.14 -1.44
H 2.85 2.58 -4.09
H -3.48 -5.34 -0.36
H 0.04 1.40 0.77
H 7.68 -0.49 -1.10
H -0.72 -0.61 -0.56
H -4.00 -3.00 -0.49
H -5.02 -3.32 4.39
H -2.13 -4.66 0.51
H -1.71 -6.14 -1.85
H 2.78 4.02 -0.15
H -2.30 -2.60 -0.61
H -3.53 2.36 3.55
H 3.17 4.27 4.07
H 2.63 2.14 6.01
H -1.78 4.55 -3.47
H -1.98 -2.44 3.85
H -1.58 -1.10 -6.54
H 1.83 3.69 5.99
H -0.30 0.14 2.04
H 3.51 5.17 -1.29
H 6.58 0.29 1.58
H -5.32 -0.03 3.33
H 1.80 -1.80 -0.72
H -4.97 -4.83 3.40
H 0.85 1.15 4.53
H -2.07 -1.06 -3.82
H -0.77 -4.75 -1.66
H 8.59 0.05 0.33
H 5.78 -0.85 0.51
H 3.43 4.24 -3.87
H -3.64 1.41 1.22

# 5
106
Properties=species:S:1:pos:R:3 method="wB97M-V/def2-TZVPD" multiplicity=1 smiles="CCCCCCCCCc1c([C@@H](Cl)[C@H](C)Cl)c(CCCCC(F)(F)C(F)(F)S(F)(F)(F)(F)F)c2nsnc2c1[C@@H](C)F.CCOC(C)=O.CCOC(C)=O" gap_ev=5.78 de_lowest_kcal_mol=399.5
Cl -0.88 2.57 2.58
Cl -3.02 0.15 -0.59
S 2.86 0.67 -4.42
S 6.41 -2.64 -3.32
F 4.97 -4.52 -4.65
F 6.71 -3.47 -1.86
F 7.15 -3.92 -4.26
F 6.24 -1.79 -4.83
F -0.42 5.66 -2.76
F 5.77 -1.25 -2.56
F 2.62 -4.48 -2.90
F 4.56 -5.44 -1.94
F 7.97 -1.94 -3.17
F 3.83 -2.46 -4.31
O -0.37 -3.38 2.78
O -6.40 0.43 1.96
O -6.84 -1.17 0.47
O -0.81 -4.98 1.28
N 1.93 2.14 -4.36
N 2.45 -0.16 -2.92
C -7.77 -1.34 2.73
C -8.75 -2.53 -0.21
C 1.19 -1.07 0.09
C -1.39 3.94 -4.51
C -1.75 3.89 -0.49
C 2.92 6.48 0.85
C 2.24 -3.45 -0.33
C 3.67 -3.11 -1.10
C 1.03 -2.42 -0.83
C -0.90 -4.45 2.53
C -0.64 2.78 -1.03
C -1.24 -6.31 0.93
C 0.07 3.09 -2.47
C 3.94 4.48 2.43
C -1.74 -5.16 3.55
C 1.34 6.23 1.24
C 4.76 -3.43 -3.63
C -6.93 -0.64 1.71
C -3.13 -0.34 2.28
C -1.13 1.16 1.36
C 3.84 5.08 0.90
C 0.64 5.01 0.34
C 5.72 2.42 2.87
C -0.34 1.43 -0.09
C -2.72 -6.34 0.61
C -2.75 0.81 1.13
C -7.27 -2.50 0.11
C 1.46 0.65 -2.11
C 1.18 1.97 -3.04
C 0.74 0.33 -0.65
C 3.99 -4.11 -2.37
C -0.21 4.37 -3.45
C 4.23 2.87 2.30
C -1.02 5.17 0.31
H -0.01 -2.98 -0.64
H -9.35 -2.24 0.66
H -2.18 4.78 -4.73
H 0.67 -1.29 1.11
H 0.98 4.01 0.88
H -8.77 -0.91 2.73
H -2.33 4.30 -1.44
H -6.99 -3.22 0.88
H 1.95 -4.58 -0.42
H 0.78 4.51 -4.11
H 1.08 -2.22 -1.99
H -1.87 2.93 -4.12
H -3.42 1.75 1.38
H -0.85 3.65 -5.53
H -7.31 -1.19 3.72
H -0.67 -6.59 0.03
H 2.35 -0.97 0.33
H 4.94 5.35 0.55
H 4.53 -3.31 -0.31
H -7.83 -2.42 2.59
H -1.28 -5.00 4.54
H 3.61 -1.97 -1.40
H -1.35 5.14 1.46
H 2.40 -3.23 0.83
H -1.35 6.17 -0.22
H -4.28 -0.60 2.29
H 2.98 4.70 3.10
H 1.29 5.90 2.37
H -2.55 3.45 0.25
H 3.39 4.34 0.11
H 4.22 2.56 1.15
H -2.81 0.02 3.36
H -0.70 0.20 1.93
H -9.06 -3.53 -0.53
H -3.32 -6.05 1.48
H 6.54 3.13 2.42
H -3.03 -7.34 0.29
H 3.35 2.24 2.79
H -0.96 -7.03 1.70
H -2.95 -5.62 -0.18
H -2.74 -4.72 3.55
H 3.05 6.93 -0.25
H 1.11 5.10 -0.75
H -2.51 -1.32 2.06
H 3.45 7.21 1.63
H 5.92 1.35 2.40
H -1.80 -6.23 3.41
H -8.98 -1.81 -1.00
H 0.70 7.21 1.14
H 4.85 4.93 3.04
H 5.77 2.32 4.03
H -6.70 -2.78 -0.79

| no. | electronic energy (eV) |
| --- | --- |
| 1 | -109486.120 |
| 2 | -118809.611 |
| 3 | -165292.397 |
| 4 | -208947.593 |
| 5 | -121140.252 |